Record 1
Below is C25H28N2O5 in the gas phase, with properties calculated with ωB97M-V with the def2-TZVPD basis set.

Calculated values
HOMO-LUMO gap = 8.13 eV
E_HOMO = -8.51 eV
net charge = 0
energy above the lowest of the compared OMol25 structures with the same formula, charge and spin = 54.6 kcal/mol
2S+1 = 1
E_LUMO = -0.014 Ha

Cartesian coordinates (Å):
H 0.776 -0.472 -1.582
H 1.546 -3.073 1.896
C -0.518 3.084 -0.278
H -5.948 -1.503 0.625
C -0.097 1.879 -0.814
N -1.047 -1.408 -1.128
H -4.850 1.675 -1.538
C 0.118 -0.641 -0.718
C 0.747 -1.535 0.319
H 2.022 1.086 0.105
H 0.414 1.866 -1.768
C -0.975 0.728 1.089
C -1.165 3.128 0.949
H -5.230 -0.766 -1.620
O -2.288 -3.205 -0.453
C 4.422 -1.270 0.418
H -1.311 5.267 0.933
H -4.037 1.407 1.401
C -4.798 1.516 0.614
C 3.140 -0.720 0.420
H -2.439 -1.983 -2.489
O -5.757 0.496 0.733
C -0.196 -2.568 0.660
C 7.679 1.121 -0.790
H -3.339 2.261 -0.783
H 8.011 0.809 0.205
C -1.382 1.933 1.626
H 3.976 2.400 -0.605
C -2.720 0.144 -2.169
C 2.990 0.618 0.051
C 5.361 0.799 -0.359
H -2.097 1.040 -2.198
O -0.057 -3.434 1.521
C 2.020 -1.570 0.830
H -3.385 0.164 -3.054
H -1.150 -0.948 -3.145
C -1.826 -1.098 -2.295
H -1.875 1.953 2.587
H -4.402 -0.940 1.325
H -1.251 4.545 2.546
N -3.466 0.187 -0.929
C -4.103 1.480 -0.746
C 4.082 1.363 -0.329
C -0.319 0.690 -0.134
H -1.165 -0.192 1.622
H -2.724 4.434 1.591
H -5.331 2.460 0.748
H -3.992 -1.837 -0.895
C -5.152 -0.763 0.540
H 7.776 0.283 -1.487
O 2.345 -2.501 1.720
C 5.519 -0.531 0.026
H 6.492 -0.998 0.026
H 4.550 -2.299 0.718
H 8.297 1.948 -1.134
H -0.339 4.000 -0.824
C -4.471 -0.862 -0.822
C -1.339 -2.460 -0.328
C -1.636 4.423 1.535
O 6.361 1.618 -0.762



Record 2
Below is 13 unconnected molecules or ions with the total composition C57H57Cl6N11, with properties calculated with ωB97M-V with the def2-TZVPD basis set.

Calculated values
HOMO-LUMO gap = 9.45 eV
E_HOMO = -9.27 eV
net charge = 0
energy above the lowest of the compared OMol25 structures with the same formula, charge and spin = 0.0 kcal/mol
2S+1 = 1
E_LUMO = 0.007 Ha

Cartesian coordinates (Å):
C -1.896 -1.622 -3.337
C 2.595 -2.672 2.434
H -0.375 -1.655 4.509
H 2.072 2.164 -3.449
H 4.555 1.668 -3.159
H -4.417 2.783 5.699
N 1.577 -1.235 5.128
C -3.962 -1.249 0.957
N 4.577 2.735 -6.328
H -2.430 -2.335 -5.288
C 0.804 -0.433 -0.148
Cl -2.715 4.538 -2.030
H -2.457 2.767 -7.611
C -4.370 0.066 1.080
C -5.421 -0.164 -1.079
H 4.557 -0.568 -5.083
C 3.306 3.114 -6.429
H -4.061 0.658 1.930
H 1.699 0.289 -1.951
N 6.739 1.942 0.479
C -1.470 -4.209 -2.680
H -2.027 -4.755 -4.673
N -4.978 -1.421 -1.168
H 6.084 2.100 -5.137
H -1.417 -1.273 -1.288
H -1.430 -5.219 -2.274
H 1.517 -1.228 0.010
Cl 3.462 -1.249 1.833
C -4.292 -1.980 -0.194
C -1.475 -2.008 -2.081
H -3.956 -3.002 -0.316
H -2.164 -0.591 -3.525
N -0.030 1.352 -1.505
C 2.815 2.324 -4.223
C 0.992 3.912 4.901
C 2.377 2.828 -5.433
H 0.810 -2.276 -3.898
C -1.896 2.202 -6.878
H -4.145 -4.067 3.616
C -1.886 -3.944 -3.973
H 1.766 -2.962 -1.872
H -3.922 2.931 -0.904
C -3.862 1.917 5.360
C -3.269 -4.163 2.987
C -1.076 -4.286 1.375
C 6.029 2.987 0.920
C 0.310 -1.613 5.346
C -0.554 0.861 -4.957
H 4.120 3.906 1.185
H 2.916 2.238 -0.158
H 3.012 3.576 -7.362
C 2.619 -1.326 -4.630
C 2.023 -1.555 7.464
C -2.164 -5.094 1.084
H 0.857 4.651 5.681
H 2.300 -1.053 -5.630
C -0.953 1.573 -0.573
N 3.650 -2.011 -2.137
H 6.490 3.636 1.656
Cl -5.598 4.346 -1.723
C 0.701 -1.877 7.712
C 1.513 2.052 2.974
C -4.553 0.753 5.136
H -0.638 2.610 -3.743
H -5.602 0.662 5.392
C 4.396 -1.382 -3.045
Cl -4.151 2.201 -3.102
H -0.658 -0.760 -6.394
H -1.871 1.032 1.299
C -1.665 2.810 -5.653
C 3.996 2.190 -0.096
H 2.753 -1.650 8.258
C -0.959 2.146 -4.666
H 0.313 -2.177 8.674
C 3.946 -1.048 -4.333
C -2.125 -3.394 3.213
N -1.023 -3.521 2.476
H 1.334 3.085 -5.567
C -1.971 0.882 4.408
H -1.614 2.425 -0.674
Cl 3.457 -3.375 3.792
C 0.860 0.387 -1.270
H -4.480 -1.263 4.342
C 1.834 -1.981 -3.705
H -4.137 -5.627 1.683
H -1.941 2.887 5.210
C 0.562 4.131 3.597
C 0.877 3.219 2.599
N -2.639 -0.263 4.222
H 6.729 0.241 -0.584
H -3.452 -1.707 1.797
H -0.246 -0.877 1.662
H -2.276 -5.739 0.223
H 2.476 1.049 4.584
H -0.014 0.298 -4.204
C -3.268 -5.023 1.920
C 4.677 3.129 0.675
H 5.392 -1.062 -2.766
C 4.143 1.942 -4.123
H -0.232 -4.274 0.703
H 0.121 5.073 3.288
C 4.743 1.156 -0.620
Cl 2.416 -3.787 1.071
C -5.179 0.584 0.061
C -0.157 -1.903 6.613
H -0.925 0.873 4.122
H 1.754 1.334 2.201
H -5.479 1.626 0.113
C 1.832 1.874 4.320
C 5.008 2.194 -5.177
H 0.587 3.360 1.565
C -4.092 3.422 -1.854
H -2.122 -2.759 4.087
N -1.235 -3.295 -1.751
H -1.200 -2.123 6.807
H 1.611 -2.334 2.737
C -0.209 -0.234 0.789
H 4.293 0.404 -1.257
C 2.402 -2.328 -2.481
C 6.091 1.068 -0.289
N 1.614 2.786 5.272
C -2.090 -2.614 -4.298
C -2.502 1.979 5.048
H 3.385 -0.834 5.894
C -0.907 0.271 -6.173
H -6.005 0.218 -1.902
C 2.408 -1.213 6.170
C -1.081 0.820 0.593
H -1.970 3.847 -5.565
N -1.587 0.918 -7.110
C -3.929 -0.358 4.553



Record 3
Below is C19H17ClFN5O4S in the gas phase, with properties calculated with ωB97M-V with the def2-TZVPD basis set.

Calculated values
HOMO-LUMO gap = 8.74 eV
E_HOMO = -8.82 eV
net charge = 0
2S+1 = 1
E_LUMO = -0.003 Ha

Cartesian coordinates (Å):
N -3.121 4.434 0.112
H 2.995 0.393 1.464
C -2.090 3.765 -0.427
H 6.490 -0.709 1.433
H -1.205 4.237 -0.801
H -5.984 1.840 0.737
C -3.971 3.490 0.431
C 4.557 1.807 1.986
H -3.407 -2.317 0.207
O -1.280 -2.279 -0.059
C -3.968 -1.405 0.326
C -3.333 -0.186 0.092
H 3.726 0.239 -2.341
F -0.731 0.684 -2.639
S 4.126 -1.491 -0.156
H 7.675 1.446 1.176
C 6.606 1.398 0.966
H 4.284 -0.286 2.491
H 6.632 -0.367 -0.314
C 4.069 0.394 1.655
C -5.407 0.936 0.631
C -6.029 -0.275 0.852
O 5.955 1.847 2.133
H 4.140 2.147 2.935
H 6.363 2.061 0.124
N -2.263 2.465 -0.450
N -2.013 -0.123 -0.326
H -7.069 -0.313 1.132
C 6.187 -0.032 0.622
C -1.104 -1.133 -0.405
C 1.385 -1.217 -0.398
C -4.065 1.007 0.268
C 1.601 0.522 -2.557
O 5.009 -1.926 -1.195
H 1.650 1.182 -3.408
H -1.728 0.831 -0.581
C 0.363 0.177 -2.039
Cl -6.051 -2.965 0.983
H 1.320 -1.916 0.421
H 4.246 2.490 1.180
O 3.792 -2.400 0.900
N 4.744 -0.047 0.452
H -4.913 3.666 0.905
C 2.619 -0.860 -0.897
C 2.742 0.003 -1.971
C -5.297 -1.444 0.705
N -3.478 2.274 0.096
C 0.223 -0.685 -0.954



Record 4
Below is 2 unconnected molecules or ions with the total composition C3H11N3O, with properties calculated with ωB97M-V with the def2-TZVPD basis set.

Calculated values
HOMO-LUMO gap (alpha / beta) = 3.23 / 6.71 eV
E_HOMO (alpha / beta) = 1.10 / -2.44 eV
net charge = -1
energy above the lowest of the compared OMol25 structures with the same formula, charge and spin = 64.2 kcal/mol
2S+1 = 2
E_LUMO (alpha / beta) = 0.159 / 0.157 Ha

Cartesian coordinates (Å):
H -1.384 0.485 -1.190
H 1.274 0.847 2.170
O 0.697 -0.887 1.204
N 1.545 -0.628 -2.075
H 1.462 -0.638 -3.065
H 0.466 -0.406 -0.236
H 0.156 -0.222 3.079
H 2.390 -1.055 -1.701
C 0.394 0.213 2.040
H -2.531 0.451 0.863
H -1.387 -0.672 0.888
H -1.309 1.476 2.286
N -1.577 0.270 0.534
C 0.462 -0.339 -1.315
C -0.734 1.062 1.471
N -0.613 0.178 -1.888
H -0.577 0.518 -2.795
H -0.353 1.954 0.896